A cluster of 2 separate species, C8H13NO3 in total in a non-equilibrium geometry. Source: the OMol25 dataset; level of theory: ωB97M-V/def2-TZVPD.

Values from the calculation:
Structure (SMILES): C=CCC(N)=O.CC1=COCO1
LUMO, eV: 0.795
Kohn-Sham gap, Ha: 0.3089
ΔE to the lowest compared entry with this formula, charge and spin, kcal/mol: 81.4
Charge: 0
Energy, eV: -16136.4260

Each line ends with the Mulliken charge.
Element x y z (Å)
C: 0.1664 0.5735 -0.9821  -0.534
C: -1.0708 0.4399 -1.1935  0.030
C: -2.1781 1.0369 -0.3118  -0.559
C: -3.0406 -0.0263 0.3455  0.547
N: -3.7909 -0.7769 -0.5109  -0.372
O: -3.0528 -0.2136 1.5502  -0.628
H: 0.9125 0.1211 -1.6735  0.259
H: 0.4600 1.1665 -0.1442  0.057
H: -1.4605 -0.1404 -2.0695  0.163
H: -2.8254 1.6981 -0.9150  0.321
H: -1.7171 1.6287 0.4898  0.281
H: -3.8913 -0.5418 -1.4853  0.191
H: -4.4292 -1.4576 -0.1197  0.243
C: 2.2190 1.9794 0.6131  -1.342
C: 2.2544 0.5357 0.2538  0.771
C: 2.6892 -0.1346 -0.8161  -0.629
O: 2.4735 -1.4984 -0.6735  -0.380
C: 1.8479 -1.6440 0.5933  -0.109
O: 1.7091 -0.3511 1.1663  -0.374
H: 3.2233 2.4104 0.6556  0.382
H: 1.6585 2.6018 -0.0971  0.350
H: 1.7537 2.0844 1.6094  0.344
H: 3.1631 0.1836 -1.7453  0.487
H: 0.8481 -2.1108 0.4686  0.247
H: 2.4780 -2.2649 1.2457  0.256

Cartesian forces (eV/Å) of the 6 atoms listed first:
2.368 0.061 -1.214
-5.699 -0.864 -1.306
0.610 0.084 -0.238
-0.016 -0.053 0.450
-0.261 -0.178 -0.088
0.021 0.052 -0.503



The ion C8H13NO3P with charge -1 in a non-equilibrium geometry. Source: the OMol25 dataset; level of theory: ωB97M-V/def2-TZVPD.

Values from the calculation:
LUMO (spin up / spin down), eV: 3.402 / 2.722
Kohn-Sham gap (spin up / spin down), Ha: 0.2931 / 0.2179
ΔE to the lowest compared entry with this formula, charge and spin, kcal/mol: 93.1
Charge: -1
Energy, eV: -25427.4647

Each line ends with the Mulliken charge.
Element x y z (Å)
C: -3.4056 1.3214 -0.0676  -1.142
C: -2.0473 0.9996 -0.3174  0.231
C: 3.6456 1.5504 0.0476  -0.081
C: 0.5145 1.5256 -0.0997  -0.156
C: -1.0038 1.8027 0.0362  -0.606
C: 1.4144 0.3587 0.0193  -0.239
C: -1.2903 -2.8257 0.3604  -1.285
C: -0.2911 -1.7473 0.7390  -0.467
N: 2.7949 0.4561 -0.0066  -0.040
O: 2.2381 -2.1414 -0.4051  -0.867
O: 3.3720 2.7180 0.2073  -0.574
O: 0.2348 -1.3339 -1.8349  -0.794
P: 0.9030 -1.3785 -0.5298  0.954
H: -4.2679 0.6378 -0.1095  0.302
H: -3.6405 2.3128 0.3603  0.264
H: -1.7576 0.0636 -0.8058  0.551
H: 4.6635 1.2512 0.0166  0.414
H: 0.5475 1.7099 -1.2492  0.177
H: 1.0696 2.4192 0.4320  0.270
H: -1.2109 2.7635 0.6379  0.173
H: -1.6825 -2.4292 -0.5843  0.345
H: -1.0455 -3.9486 0.2294  0.284
H: -2.1089 -2.7156 1.0284  0.396
H: 0.2966 -2.0326 1.5466  0.417
H: -1.0430 -1.0016 0.9701  0.246
H: 3.1003 -0.3362 -0.6212  0.227

Cartesian forces (eV/Å) of the 6 atoms listed first:
0.535 0.234 0.309
-1.369 -0.381 -0.214
-1.410 -0.995 0.049
0.511 3.465 -0.960
1.324 0.744 2.243
-1.399 -1.825 0.042